Record 1
Molecular formula: C28H27BrIrN5O2S
Method: DFT, the ωB97M-V functional and the def2-TZVPD basis

The geometry in XYZ format:
```
65
Properties=species:S:1:pos:R:3:forces:R:3:lowdin_charge:R:1
Ir 0.02644 0.17240 -0.58624 0.0317 -0.7561 -0.2824 1.3973
C 2.98106 -1.45351 -1.43410 -0.0419 0.0430 0.0090 -0.0367
C 3.18012 0.02875 -1.38934 -0.1972 0.1343 -0.0248 -0.2868
C 4.47025 0.54342 -1.40772 0.0820 -0.0516 -0.0227 0.0125
C 4.67059 1.90366 -1.34255 0.0789 0.0732 0.0005 0.0038
C 3.56874 2.74073 -1.28363 0.0977 0.0994 -0.0134 0.0216
C 2.31013 2.18293 -1.28047 -0.2640 -0.0740 0.0048 -0.1930
N 2.11484 0.85001 -1.32413 0.3820 -0.1542 -0.0143 0.0234
C 1.08164 3.01433 -1.22535 0.0668 -0.2039 -0.0409 -0.1779
C 1.08596 4.39627 -1.27406 0.0052 0.0997 -0.0165 0.0329
C -0.12366 5.06338 -1.20218 0.0125 0.0876 -0.0058 0.0099
C -1.30137 4.34435 -1.10720 -0.0308 0.0942 -0.0166 0.0333
C -1.23814 2.96230 -1.08588 -0.0549 -0.1832 0.0138 -0.1827
N -0.06291 2.33274 -1.13856 0.0369 0.0580 0.1164 0.0235
C -2.43634 2.08395 -1.03340 0.2997 -0.0589 -0.0035 -0.1955
C -3.70850 2.60728 -0.98130 -0.1261 0.0926 0.0187 0.0206
C -4.78999 1.74238 -0.97401 -0.0530 0.0437 -0.0022 0.0041
C -4.55312 0.38879 -1.05007 -0.0842 -0.0562 -0.0063 0.0093
C -3.24931 -0.08974 -1.10263 0.1596 0.0740 0.0000 -0.2777
C -3.02683 -1.56747 -1.20374 0.0092 0.0816 -0.0245 -0.0410
N -2.20261 0.75586 -1.07646 -0.3423 -0.0165 0.0352 0.0375
H 3.84870 -1.93625 -1.87866 0.0088 0.0111 0.0214 0.0950
H 2.10690 -1.71094 -2.02591 -0.0764 -0.0328 -0.0486 0.0466
H 2.84193 -1.84919 -0.42657 0.0016 0.0152 0.0064 0.0785
H 5.30672 -0.13861 -1.47244 -0.0085 0.0092 0.0094 0.1310
H 5.67123 2.31558 -1.34208 -0.0174 -0.0121 -0.0050 0.1317
H 3.70029 3.81107 -1.23674 0.0088 -0.0279 -0.0010 0.1189
H 2.00751 4.94896 -1.37048 -0.0174 0.0089 0.0152 0.1209
H -0.14963 6.14464 -1.22609 0.0017 -0.0133 -0.0022 0.1328
H -2.24561 4.86335 -1.05557 0.0131 -0.0037 -0.0140 0.1199
H -3.86915 3.67344 -0.94965 -0.0042 -0.0119 0.0067 0.1177
H -5.80035 2.12706 -0.92562 0.0223 -0.0133 -0.0039 0.1318
H -5.37076 -0.31821 -1.07599 0.0007 0.0166 0.0061 0.1300
H -3.91499 -2.04125 -1.61568 -0.0128 -0.0175 0.0043 0.0957
H -2.83394 -1.99756 -0.21938 -0.0252 0.0295 -0.0083 0.0778
H -2.18217 -1.79564 -1.84966 -0.1446 0.0769 0.0298 0.0411
Br 0.87829 1.78986 7.93145 0.0141 0.0317 0.1587 0.8231
C 0.71968 1.47614 6.09319 0.0005 -0.0007 -0.0235 -0.6841
C 1.86036 1.19582 5.35217 0.0344 -0.0208 -0.1033 -0.0987
C 1.73996 0.95659 3.99579 0.0579 -0.0160 0.0434 0.0023
C 0.48595 1.00595 3.38988 0.0202 0.0110 0.0781 -0.1504
C -0.64992 1.29258 4.14396 -0.0517 0.0510 0.0837 0.0015
C -0.53570 1.52719 5.50201 -0.0542 -0.0093 -0.1032 -0.0985
C 0.35801 0.74370 1.96165 -0.0655 0.0077 -0.3858 -0.5767
O 1.33392 0.35611 1.24015 -0.0755 0.2807 0.4290 -0.1230
O -0.75965 0.87980 1.34906 0.0072 0.0744 0.3768 -0.1102
H 2.82602 1.16608 5.83680 -0.0107 -0.0072 -0.0073 0.1106
H 2.61636 0.73044 3.40219 -0.0251 0.0060 0.0064 0.1239
H -1.61960 1.32794 3.66519 0.0192 -0.0045 0.0008 0.1233
H -1.40758 1.74806 6.10176 0.0138 -0.0079 -0.0118 0.1106
C -0.42593 -5.09102 0.82277 0.0219 0.0077 -0.1731 -0.0110
N -0.40458 -4.55601 -0.53702 -0.0585 -0.1060 0.1297 -0.1288
C -0.48597 -5.43999 -1.71403 0.0224 0.0791 0.0696 -0.0623
C -0.42273 -4.45956 -2.90187 0.0178 0.0604 0.1385 -0.0749
N -0.27798 -3.16661 -2.21441 0.1467 -0.0703 -0.1055 0.0276
C -0.25765 -3.29321 -0.88859 -0.0159 -0.0896 -0.0343 -0.7057
S -0.03564 -2.03761 0.27719 0.1366 0.2301 -0.2506 0.7600
H -1.11297 -5.93403 0.84762 -0.0061 0.0011 0.0014 0.1047
H -0.77133 -4.33145 1.51727 -0.0048 0.0287 -0.0068 0.0696
H 0.56656 -5.42827 1.11986 0.0155 -0.0157 -0.0163 0.1080
H -1.41406 -6.00691 -1.68091 -0.0324 -0.0071 -0.0060 0.1348
H 0.34709 -6.14084 -1.70805 0.0282 -0.0156 0.0176 0.1368
H -1.32692 -4.47708 -3.50486 -0.0506 0.0170 -0.0065 0.1275
H 0.43249 -4.64841 -3.54522 0.0285 0.0049 -0.0253 0.1277
H -0.17010 -2.28451 -2.68142 0.0478 0.0178 -0.0154 0.1245
```
Positions in Å, forces in eV/Å.

Calculated values
- Net charge: +2
- Kohn-Sham gap (alpha / beta): 0.26961 / 0.19333 Eh
- Maximum force: 0.81 eV/Å
- Multiplicity: 5

Record 2
Molecular formula: C23H19N2O7STa
Method: DFT, the ωB97M-V functional and the def2-TZVPD basis

The geometry in XYZ format:
```
53
Properties=species:S:1:pos:R:3:forces:R:3:lowdin_charge:R:1
Ta -0.18363 -0.57610 0.70860 -0.6596 -1.7681 -0.3068 1.9277
O -0.53133 -3.67361 1.88005 -0.2159 0.2694 0.4170 0.1948
C -0.50977 -2.60421 2.40347 0.4394 -1.3956 0.4855 -0.4784
O -1.21822 -1.55036 1.86488 -1.5731 -0.6057 0.9430 -0.1599
C 0.40651 -2.18134 3.54260 -0.1248 0.3803 -0.2495 -0.0559
C 0.04506 -0.75319 3.98875 0.0454 -0.3042 0.4817 -0.2075
C 0.87871 -0.31364 5.19104 -0.0110 0.0641 -0.1792 -0.0548
C 2.25736 -0.02047 4.54783 -0.1011 0.0640 -0.1281 -0.0619
C 2.00987 -0.42393 3.09990 0.4170 -0.1779 0.3543 -0.2053
O 0.62797 0.01692 2.88321 -0.2714 -0.1625 -0.9777 -0.1559
C 1.87619 -1.97052 3.00251 -0.1737 0.1567 -0.3279 -0.0526
C 2.11102 -2.38264 1.55419 0.7748 -0.6227 1.1394 -0.4324
O 2.95761 -3.10007 1.15956 -0.3402 0.1565 -0.2734 0.2448
O 1.23431 -1.71168 0.71572 1.3397 -0.7356 -0.8816 -0.1833
H 0.36653 -2.92950 4.32979 0.0079 -0.0302 -0.0030 0.1818
H -1.01952 -0.55894 4.06081 0.0231 0.0812 -0.0427 0.1710
H 0.90865 -1.09249 5.94988 0.0025 -0.0054 0.0127 0.1365
H 0.45648 0.58320 5.63632 -0.0167 -0.0240 0.0380 0.1322
H 3.08077 -0.58022 4.98457 -0.0073 -0.0219 0.0090 0.1361
H 2.49822 1.03900 4.60024 0.0141 -0.0096 0.0168 0.1333
H 2.67043 0.03184 2.36614 -0.0956 0.0369 -0.0418 0.1725
H 2.61649 -2.48611 3.60596 -0.0015 -0.0024 0.0353 0.1763
O -0.59029 2.69884 1.06318 0.0268 0.4369 -0.2641 -0.2030
S -0.20210 1.93377 -0.06607 -0.2303 1.4666 -0.4144 0.7456
O 0.94479 0.96896 0.27557 1.1657 1.4985 0.1406 -0.3977
N -1.30663 0.74291 -0.31334 -0.1538 1.1227 -0.6554 -0.2423
C -1.89716 0.42850 -1.56193 -0.2615 -0.0805 -0.5619 -0.2534
C -2.61809 1.26802 -2.36787 0.0433 -0.0320 0.3152 0.0277
C -3.14629 0.78119 -3.57963 -0.0593 -0.1275 -0.1599 -0.0192
C -2.96336 -0.51985 -3.96263 -0.0204 0.1079 -0.0445 0.0167
C -2.22334 -1.40679 -3.14685 0.0978 0.0447 0.2263 -0.1229
C -1.98917 -2.76692 -3.44308 0.0773 0.0062 0.0718 0.0652
C -1.25021 -3.53885 -2.57932 -0.0653 -0.0281 -0.0987 0.0116
C -0.71055 -2.96559 -1.42774 0.0931 -0.0021 0.0882 -0.0474
N -0.90777 -1.68864 -1.11928 0.1889 0.6833 0.6676 0.0010
C -1.67639 -0.91049 -1.94872 -0.1376 0.0395 -0.2205 -0.1500
C 0.32307 2.84593 -1.45731 -0.0466 -0.4978 0.3212 -0.3014
C 1.11220 2.19575 -2.40498 -0.0368 -0.0368 -0.0954 -0.0429
C 1.65237 2.95251 -3.42704 -0.0271 -0.0515 0.0356 -0.0256
C 1.40528 4.32199 -3.47953 -0.0239 0.0117 0.0227 -0.0086
C 0.60824 4.94562 -2.52687 -0.0247 0.0238 -0.0104 -0.0213
C 0.05720 4.20890 -1.49285 -0.1866 0.0419 0.1647 -0.0256
H -2.80541 2.29142 -2.06697 0.0065 -0.0058 -0.0049 0.1343
H -3.72398 1.44667 -4.20593 0.0252 0.0230 0.0108 0.1275
H -3.37868 -0.88002 -4.89467 -0.0230 -0.0217 0.0220 0.1348
H -2.39136 -3.19068 -4.35490 -0.0224 -0.0199 0.0148 0.1432
H -1.07325 -4.58575 -2.77762 0.0375 0.0055 0.0093 0.1317
H -0.10690 -3.54620 -0.74206 -0.0102 -0.0114 0.0016 0.1263
H 1.31011 1.13444 -2.32995 0.0561 0.0101 -0.0433 0.1210
H 2.27853 2.48150 -4.17160 -0.0002 0.0068 -0.0054 0.1265
H 1.85164 4.91088 -4.26968 -0.0253 0.0043 -0.0103 0.1291
H 0.42331 6.00952 -2.57561 0.0255 0.0011 -0.0185 0.1292
H -0.54553 4.67052 -0.72073 0.0391 0.0373 -0.0258 0.1308
```
Positions in Å, forces in eV/Å.

Calculated values
- Net charge: +2
- Kohn-Sham gap: 0.27502 Eh
- Maximum force: 1.93 eV/Å

Energy above the lowest of the compared OMol25 structures with the same formula, charge and spin across the listed records, respectively: 0.2430; 1.1640 eV.